Computed, not measured: a cluster of 2 separate species, C10H12OS in total in a non-equilibrium geometry, with wB97M-V/def2-TZVPD.

As for the SMILES: C/C=C(\O)c1ccsc1.C#CC. As for the frontier orbital gap: 8.489 eV. The total energy is -861.5209 Eh. The charge is 0. The calculation puts the HOMO energy at -7.87 eV. The energy above the lowest of the compared OMol25 structures with the same formula, charge and spin is 85.01 kcal/mol.

Atoms and positions in Å:
C 0.90 -2.92 0.05
C 0.35 -2.78 -0.96
C -2.13 1.21 -1.09
C -3.30 0.48 -1.22
C -1.92 -0.44 0.56
C -1.37 0.66 -0.07
C 1.51 -2.77 1.34
C 2.00 2.35 -0.33
C 0.67 1.76 -0.63
C -0.10 1.15 0.29
O 0.35 0.92 1.57
S -3.52 -0.71 0.02
H -1.79 1.90 -1.77
H -4.12 0.83 -1.82
H -1.43 -0.90 1.34
H 2.66 -2.96 1.41
H 1.04 -3.56 2.21
H 1.47 -1.71 1.71
H 1.99 2.99 0.52
H 2.48 2.78 -1.25
H 2.72 1.55 -0.10
H -0.17 -2.80 -1.87
H 0.38 1.75 -1.62
H 1.34 1.23 1.72

Here are the natural (NBO) charges for atoms 1 to 2, given in e:
1 C -0.009
2 C -0.235